{
  "formula": "C14H10Cl3GeN3O3STi",
  "method": "wB97M-V/def2-TZVPD",
  "elements": ["Ti", "O", "C", "C", "C", "C", "C", "C", "C", "N", "N", "C", "O", "C", "C", "C", "C", "C", "C", "H", "H", "H", "H", "H", "H", "H", "H", "H", "H", "Cl", "Ge", "Cl", "Cl", "O", "S", "N"],
  "positions_angstrom": [[0.230, -0.201, -0.176], [-1.179, -1.315, -0.947], [-2.391, -1.487, -0.489], [-2.990, -2.760, -0.567], [-4.269, -2.972, -0.102], [-5.021, -1.926, 0.442], [-4.460, -0.671, 0.509], [-3.151, -0.429, 0.070], [-2.638, 0.916, 0.110], [-1.406, 1.209, -0.080], [-1.089, 2.556, -0.173], [0.144, 2.623, -0.583], [0.862, 1.577, -0.833], [0.778, 3.951, -0.788], [2.123, 4.007, -1.136], [2.738, 5.237, -1.326], [2.014, 6.410, -1.171], [0.669, 6.354, -0.823], [0.052, 5.129, -0.631], [-2.403, -3.563, -0.993], [-4.696, -3.966, -0.163], [-6.027, -2.099, 0.801], [-5.029, 0.158, 0.917], [-3.339, 1.737, 0.263], [2.673, 3.082, -1.251], [3.786, 5.275, -1.595], [2.495, 7.369, -1.320], [0.102, 7.268, -0.701], [-0.993, 5.066, -0.357], [2.664, -0.053, 0.983], [3.645, -1.392, -0.659], [4.869, 0.262, -1.610], [1.753, -1.111, -2.039], [0.938, -2.749, 0.779], [0.170, -2.206, 1.921], [-0.307, -0.814, 1.761]],
  "mulliken_charge": [0.5545, -0.5949, 0.5365, -0.4963, -0.3568, -0.6113, -0.6477, 0.5623, -0.4381, 0.3472, -0.8775, 0.7994, -0.5437, 0.2850, -0.5196, -0.6115, -0.3260, -0.5700, -0.2647, 0.4268, 0.3556, 0.3780, 0.3462, 0.3122, 0.5603, 0.3941, 0.3628, 0.3621, 0.4303, -0.3709, 0.4243, -0.4495, -0.3636, -0.5210, 0.2768, -0.1513],
  "charge": -1,
  "de_lowest_kj_mol": 9.48,
  "total_energy_ev": -153335.680,
  "homo_lumo_gap_ha": [0.27599, 0.29322],
  "spin_multiplicity": 2
}